Molecular formula: C33H92AlF4N9O18S4
Method: DFT, wB97M-V/def2-TZVPD

```
161
Properties=species:S:1:pos:R:3:lowdin_charge:R:1
Al -2.110 2.116 -3.196 1.0270
N 0.331 3.542 -3.377 -0.3410
S 1.694 2.955 -3.056 0.4428
O 2.329 3.347 -1.822 -0.2970
O 2.534 2.705 -4.235 -0.2839
F 1.247 1.376 -2.765 -0.2489
S 0.879 5.202 -3.251 0.6066
O 2.044 5.502 -4.179 -0.2794
O 0.807 5.864 -1.951 -0.3033
F -0.229 5.988 -3.956 -0.1406
N -1.177 0.068 -1.432 -0.2699
S -1.284 -0.090 0.081 0.3910
O -0.180 0.414 0.842 -0.2681
O -2.105 -1.146 0.638 -0.2612
F -2.333 1.153 0.234 -0.2264
S -0.193 -1.320 -1.582 0.5487
O -0.866 -2.540 -1.775 -0.2336
O 1.171 -1.327 -1.091 -0.2771
F 0.227 -0.928 -3.067 -0.2062
C 0.222 1.249 -6.223 -0.1691
O -1.061 1.863 -6.398 -0.0744
H 1.024 1.950 -6.456 0.0984
H 0.453 0.843 -5.238 0.0421
H 0.478 0.462 -6.932 0.0898
C 4.306 -0.907 0.702 -0.0189
C 3.561 -2.172 1.161 -0.4097
C 2.455 -1.792 2.186 -0.1542
O 3.144 -1.159 3.259 -0.2008
C 3.817 -2.011 4.176 -0.0754
N 3.055 -2.898 0.059 0.1065
H 3.691 -0.081 0.345 0.0786
H 4.961 -1.178 -0.126 0.0747
H 4.869 -0.409 1.490 0.0857
H 4.189 -2.921 1.644 0.1397
H 1.891 -2.636 2.585 0.1075
H 1.616 -1.207 1.809 0.1158
H 3.212 -2.903 4.340 0.0865
H 3.765 -1.535 5.155 0.0885
H 4.887 -2.127 4.005 0.0922
H 2.842 -2.105 -0.528 0.0403
H 2.153 -3.183 0.412 0.0906
C 2.449 2.576 2.154 -0.0362
C 2.481 4.097 1.908 -0.4050
C 3.868 4.656 1.867 -0.2080
O 3.825 6.039 2.001 -0.1722
C 4.178 6.880 0.888 -0.0632
N 1.692 4.263 0.714 0.1086
H 1.424 2.205 2.170 0.0399
H 2.678 2.321 3.189 0.0792
H 2.873 2.015 1.321 0.0801
H 1.861 4.533 2.691 0.1423
H 4.244 4.349 0.891 0.1339
H 4.537 4.195 2.594 0.1367
H 5.192 6.683 0.541 0.0950
H 3.883 7.904 1.117 0.0941
H 3.504 6.695 0.051 0.0700
H 2.118 3.832 -0.094 0.0362
H 1.793 5.238 0.471 0.0761
C -1.873 4.915 1.555 0.0020
C -2.308 4.207 0.281 -0.3507
C -3.126 5.160 -0.663 -0.1422
O -3.878 4.283 -1.544 -0.2819
C -4.939 4.977 -2.271 -0.0704
N -1.084 3.804 -0.379 0.2756
H -1.601 5.932 1.272 0.1001
H -1.042 4.474 2.107 0.0825
H -2.804 4.920 2.122 0.1072
H -2.975 3.381 0.526 0.1397
H -2.502 5.846 -1.236 0.1301
H -3.797 5.838 -0.135 0.1321
H -5.364 4.288 -3.001 0.0829
H -4.623 5.933 -2.689 0.0932
H -5.806 5.192 -1.646 0.0867
H -0.484 3.305 0.261 0.0929
H -0.613 4.686 -0.523 0.0769
C 1.122 0.713 5.344 -0.0764
C -0.329 1.175 5.376 -0.4482
C -0.742 2.076 4.249 -0.1815
O -2.183 2.103 4.120 -0.2296
C -2.905 2.532 5.303 -0.0742
N -0.966 -0.109 5.214 0.0702
H 1.942 1.415 5.500 0.0706
H 1.374 0.192 4.420 0.0655
H 1.345 0.267 6.313 0.0850
H -0.439 1.677 6.337 0.1373
H -0.385 1.737 3.277 0.1014
H -0.439 3.113 4.398 0.1210
H -3.965 2.282 5.252 0.0820
H -2.821 3.596 5.526 0.0870
H -2.557 1.926 6.139 0.0782
H -0.616 -0.418 4.319 0.0654
H -1.928 0.085 4.976 0.0465
C 6.264 -4.541 -4.159 -0.0117
C 5.391 -3.759 -3.125 -0.3163
C 4.058 -3.180 -3.658 -0.1793
O 4.107 -1.864 -4.158 -0.1634
C 2.911 -1.110 -4.017 -0.0914
N 5.186 -4.524 -1.908 0.2785
H 5.711 -5.417 -4.498 0.0886
H 7.217 -4.812 -3.703 0.0824
H 6.491 -3.998 -5.076 0.0957
H 5.983 -2.877 -2.882 0.1714
H 3.239 -3.250 -2.941 0.1024
H 3.702 -3.643 -4.578 0.1390
H 2.132 -1.480 -4.684 0.0917
H 2.964 -0.042 -4.227 0.0812
H 2.511 -1.007 -3.008 0.0534
H 6.050 -4.587 -1.389 0.1338
H 4.528 -4.072 -1.288 0.0729
C -5.921 -0.707 -1.314 -0.0496
C -4.594 -0.206 -1.930 -0.3533
C -4.226 -0.944 -3.274 -0.1457
O -2.932 -0.549 -3.831 -0.3200
C -2.600 -1.448 -4.887 -0.0796
N -4.867 1.251 -2.161 0.0134
H -6.048 -0.518 -0.248 0.0607
H -5.898 -1.796 -1.360 0.0768
H -6.817 -0.388 -1.847 0.0852
H -3.747 -0.255 -1.246 0.0888
H -4.948 -0.741 -4.065 0.1234
H -4.419 -2.017 -3.252 0.1257
H -1.569 -1.303 -5.209 0.0891
H -3.319 -1.482 -5.706 0.1002
H -2.588 -2.419 -4.393 0.0833
H -5.473 1.777 -1.547 0.0775
H -5.529 1.233 -2.924 0.0675
C -1.071 -4.811 0.735 -0.0679
C -1.792 -4.512 1.989 -0.4303
C -0.920 -3.819 2.985 -0.2002
O 0.324 -4.528 3.192 -0.2109
C 0.544 -4.672 4.620 -0.0786
N -3.044 -3.754 1.654 0.0691
H -1.780 -5.358 0.113 0.0932
H -0.231 -5.444 1.020 0.0830
H -0.692 -3.885 0.301 0.0639
H -2.107 -5.476 2.390 0.1459
H -1.412 -3.493 3.902 0.1244
H -0.676 -2.834 2.586 0.1121
H -0.170 -5.338 5.104 0.0892
H 0.340 -3.683 5.031 0.0811
H 1.558 -5.041 4.774 0.0843
H -3.504 -4.449 1.083 0.0698
H -2.772 -3.034 1.000 0.0245
C 0.929 -6.339 -2.776 -0.0628
C 0.519 -5.058 -3.479 -0.3427
O -0.863 -4.823 -3.578 -0.0718
H 2.009 -6.401 -2.646 0.0624
H 0.554 -7.149 -3.402 0.0815
H 0.531 -6.382 -1.762 0.0651
H 0.799 -5.110 -4.531 0.1090
H 1.027 -4.146 -3.164 0.0860
H -1.098 -4.172 -2.913 0.0303
C -4.623 0.239 2.396 -0.0926
C -4.873 -0.589 3.679 -0.2453
O -3.650 -1.358 3.706 -0.1174
H -4.900 -0.279 1.477 0.0445
H -3.625 0.675 2.340 0.0477
H -5.305 1.089 2.391 0.0643
H -5.739 -1.227 3.503 0.1034
H -5.112 -0.063 4.603 0.1023
H -3.728 -2.107 3.112 0.0328
```

Values from the calculation:
- lowest unoccupied orbital energy (spin up / spin down) (eV) = -7.638 / -6.786
- total charge = +1
- electronic energy (eV) = -146762.170
- spin multiplicity = 2
- strongest force on any atom (eV Å⁻¹) = 8.50